C16H26AlBBeBr3ILiMgN4O14P as an isolated structure. Source: OMol25; level of theory: the ωB97M-V functional and the def2-TZVPD basis.

Summary:
E_HOMO = -11.76 eV
Charge = +2
2S+1 = 1

XYZ file:
```
70
Properties=species:S:1:pos:R:3:forces:R:3
C 3.180 -1.820 -2.112 0.25 -0.22 1.02
C 2.565 -3.109 -2.779 0.73 0.50 -0.36
Br 3.949 -4.509 -2.691 -0.60 0.64 -0.22
C 1.175 -3.488 -2.017 -1.37 2.78 -0.53
Br 1.047 -5.498 -1.725 -1.92 1.19 -0.37
N -0.019 -3.224 -2.807 3.24 -1.72 0.68
I -0.596 -1.241 -3.063 0.59 0.39 0.90
H 3.843 -2.116 -1.241 -0.85 0.23 -0.99
H 3.819 -1.208 -2.800 -0.75 -0.73 0.35
H 2.380 -1.161 -1.690 0.73 -0.60 -0.44
H 2.366 -2.909 -3.863 -0.01 -0.53 1.00
H 1.167 -2.923 -1.033 0.19 -0.84 -0.94
Mg -2.617 -0.276 -4.863 0.04 -0.05 -0.19
C 6.658 0.886 -4.458 -0.80 0.75 0.59
C 5.247 1.338 -4.367 1.68 -0.55 -0.14
N 4.162 1.684 -4.297 -0.91 0.15 0.14
H 7.104 0.848 -3.462 -0.01 -0.07 -0.06
H 6.698 -0.133 -4.913 -0.29 0.72 1.06
H 7.231 1.577 -5.078 -0.04 -0.08 -0.01
Br 1.177 0.755 -3.001 -0.78 0.04 -0.47
C -0.074 7.025 1.039 -0.21 -0.01 -0.15
C 0.880 5.840 0.945 -0.24 0.60 0.56
N 0.224 4.541 1.024 0.62 -0.34 -1.19
C 1.167 3.439 1.191 0.04 -0.29 0.73
C 2.158 3.165 0.053 0.11 -0.04 -0.32
C -0.849 4.305 0.080 -0.64 0.14 0.58
C -0.525 4.391 -1.414 0.08 -0.02 -0.39
H -0.659 6.990 1.960 0.02 -0.04 -0.08
H 0.496 7.956 1.039 0.03 -0.11 0.01
H -0.761 7.067 0.191 0.00 0.02 0.08
H 1.581 5.927 1.780 0.04 -0.30 -0.09
H 1.475 5.938 0.028 -0.01 -0.15 -0.06
H 0.609 2.522 1.408 -0.14 0.12 -0.11
H 1.750 3.632 2.096 -0.08 0.17 -0.07
H 1.707 2.664 -0.808 -0.08 0.16 0.15
H 2.947 2.503 0.417 -0.07 0.08 0.09
H 2.639 4.078 -0.301 -0.02 -0.04 0.05
H -1.652 5.017 0.298 0.19 0.07 0.03
H -1.297 3.328 0.286 0.23 0.00 0.11
H 0.115 5.239 -1.659 -0.03 -0.02 0.05
H -1.452 4.510 -1.982 0.01 0.06 0.14
H -0.050 3.479 -1.776 0.12 0.06 0.04
O -3.559 6.059 1.074 0.29 -0.17 1.13
P -4.258 4.871 1.732 -0.55 0.50 -0.98
O -5.785 5.025 1.602 -0.72 -1.32 -0.82
O -3.853 4.821 3.206 1.16 1.08 -0.20
O -3.869 3.566 1.044 -0.35 -2.02 -0.23
C -6.240 2.280 5.387 0.01 -0.24 0.17
N -5.913 3.392 4.456 -0.49 0.11 1.01
O -6.212 4.498 4.788 0.17 -0.09 -0.52
O -5.345 3.091 3.389 -0.21 -0.86 0.36
H -6.727 2.693 6.265 0.06 0.10 -0.15
H -6.905 1.597 4.861 0.12 -0.01 -0.02
H -5.305 1.792 5.657 -0.06 -0.02 -0.11
Be 7.074 -0.824 -6.372 0.34 -0.96 -1.52
Li -4.037 1.446 1.426 0.00 1.28 0.08
Al -6.329 3.207 1.109 0.58 1.59 0.33
B -0.294 -9.585 1.286 -0.65 -1.47 1.37
O 0.797 -8.788 0.659 -0.22 1.02 -1.36
C 0.286 -8.172 -0.360 1.52 -0.30 1.52
O 0.919 -7.423 -1.101 0.87 -1.15 -0.11
C -1.156 -8.503 -0.489 -2.71 -0.70 -0.33
O -1.898 -8.083 -1.336 0.53 0.38 -0.08
O -1.502 -9.334 0.477 1.00 0.71 -0.49
O 0.043 -11.013 1.303 -0.07 0.92 0.03
C 0.036 -11.412 2.582 0.54 -1.96 -0.91
O 0.271 -12.524 2.947 -0.07 0.29 0.05
C -0.306 -10.259 3.448 -0.42 1.30 1.64
O -0.398 -10.269 4.639 0.03 -0.06 -0.26
O -0.501 -9.178 2.682 0.25 -0.08 -0.79
```
Forces are in eV/Å.



C21H18N5O2PdS as an isolated structure. Source: OMol25; level of theory: the ωB97M-V functional and the def2-TZVPD basis.

Summary:
E_HOMO (spin up / spin down) = -11.06 / -11.06 eV
Charge = +1
Relative energy (zero: lowest compared OMol25 entry of this formula, charge and spin) = 103.73 kJ/mol
2S+1 = 1

XYZ file:
```
48
Properties=species:S:1:pos:R:3:forces:R:3
Pd 0.156 -0.204 -0.311 0.54 -0.50 -2.63
O -1.816 5.950 2.875 0.05 0.33 -0.16
N -2.354 4.974 3.345 -0.13 -0.06 0.31
O -3.068 4.962 4.318 -0.19 0.19 0.27
C -2.148 3.690 2.688 -0.59 -1.15 -0.29
C -3.170 2.793 2.764 0.38 0.78 0.15
C -3.094 1.535 2.118 0.69 -0.23 -0.37
C -4.167 0.632 2.124 0.19 -0.30 -0.22
C -4.031 -0.573 1.480 -0.14 0.27 0.24
C -2.827 -0.859 0.835 0.15 0.07 0.07
N -1.803 -0.024 0.810 -0.44 0.35 -0.14
C -1.907 1.174 1.434 -0.94 -0.42 0.18
C -0.808 2.102 1.396 0.50 0.86 0.16
N 0.334 1.735 0.772 -0.19 0.45 -0.42
C 1.346 2.580 0.695 -0.04 -0.19 0.05
C 1.303 3.855 1.251 -0.38 0.11 0.30
C 0.165 4.261 1.914 0.61 -0.04 -0.30
C -0.929 3.386 1.998 -0.02 -0.40 -0.14
H -4.063 3.040 3.319 -0.03 0.12 0.03
H -5.085 0.893 2.626 -0.12 0.05 0.10
H -4.834 -1.291 1.472 -0.06 -0.09 -0.04
H -2.699 -1.809 0.330 0.06 0.07 -0.03
H 2.237 2.228 0.186 -0.10 0.00 0.00
H 2.152 4.512 1.169 0.12 0.06 -0.03
H 0.122 5.249 2.348 -0.04 -0.13 -0.02
S 1.643 -1.783 0.948 0.15 0.16 0.64
C 2.032 -2.476 -0.537 0.04 -0.46 0.18
N 1.248 -3.318 -1.227 0.20 0.20 -0.05
C 1.909 -3.852 -2.404 -0.11 -0.20 -0.43
C 3.312 -3.213 -2.328 0.28 -0.18 -0.32
N 3.209 -2.352 -1.162 -0.21 -0.05 -0.09
H 0.356 -3.646 -0.896 0.14 0.18 0.14
H 1.368 -3.560 -3.310 0.13 -0.04 0.09
H 1.945 -4.943 -2.360 0.04 0.10 -0.04
H 3.556 -2.631 -3.220 -0.09 -0.08 0.07
H 4.099 -3.958 -2.188 -0.10 0.03 -0.01
H 4.002 -1.880 -0.760 -0.20 0.06 0.16
C -0.509 0.191 -5.088 -0.03 0.01 -0.13
C -1.443 0.824 -4.287 0.04 -0.06 0.08
C -1.273 0.869 -2.908 -0.04 0.12 0.45
C -0.165 0.266 -2.335 -0.26 0.07 1.45
C 0.798 -0.327 -3.141 0.31 -0.03 0.71
C 0.619 -0.373 -4.518 -0.08 -0.03 0.10
H -0.651 0.149 -6.158 0.00 0.02 -0.05
H -2.317 1.284 -4.724 -0.05 0.04 -0.05
H -2.008 1.386 -2.304 0.00 -0.08 0.08
H 1.713 -0.733 -2.712 -0.08 0.01 0.03
H 1.369 -0.848 -5.133 0.07 0.00 -0.07
```
Forces are in eV/Å.



C6H13NO as an isolated structure. Source: OMol25; level of theory: the ωB97M-V functional and the def2-TZVPD basis.

Summary:
E_HOMO = -8.34 eV
Relative energy (zero: lowest compared OMol25 entry of this formula, charge and spin) = 433.49 kJ/mol
2S+1 = 1

XYZ file:
```
21
Properties=species:S:1:pos:R:3:forces:R:3
C 0.559 0.284 -1.293 -0.03 -0.16 0.04
C 1.662 0.768 -0.354 -0.17 -0.01 -0.05
C 0.080 1.389 -2.230 0.01 -0.12 0.10
N -0.592 -0.232 -0.515 0.15 -0.20 -0.46
H 0.954 -0.549 -1.882 0.03 0.05 -0.02
H -0.652 0.084 0.751 0.36 -0.86 1.44
H -1.456 -0.205 -1.050 0.11 -0.22 -0.13
H 0.915 1.767 -2.820 -0.01 -0.01 0.04
H 2.513 1.118 -0.939 -0.01 -0.03 0.02
H 1.308 1.595 0.266 -0.01 0.01 -0.02
H 1.992 -0.037 0.299 0.04 0.00 -0.02
H -0.341 2.223 -1.664 0.01 -0.01 0.00
H -0.678 1.023 -2.927 0.00 0.00 0.03
C -0.401 -1.606 0.193 0.10 0.13 -1.48
C -0.421 -0.515 2.029 -0.24 0.87 -0.25
C -1.442 -0.737 2.855 0.11 -0.04 0.07
O 0.614 -2.246 0.037 -0.65 0.59 0.33
H -1.398 -2.026 0.387 0.19 0.06 0.24
H 0.583 -0.417 2.442 -0.01 -0.03 0.14
H -1.343 -0.809 3.934 0.02 -0.07 0.01
H -2.457 -0.872 2.482 0.01 0.05 -0.04
```
Forces are in eV/Å.



A single C3H7N3O molecule. Source: OMol25; level of theory: the ωB97M-V functional and the def2-TZVPD basis.

Summary:
E_HOMO = -9.42 eV
Relative energy (zero: lowest compared OMol25 entry of this formula, charge and spin) = 5.98 kJ/mol
SMILES = C/N=C(\N)C(N)=O
2S+1 = 1

XYZ file:
```
14
Properties=species:S:1:pos:R:3:forces:R:3
C 1.937 0.663 -0.496 0.18 0.05 0.02
N 0.487 0.672 -0.524 -0.15 -0.29 0.24
C -0.103 -0.237 0.152 0.12 0.11 -0.10
N 0.433 -1.189 0.970 0.08 -0.08 -0.11
C -1.618 -0.342 0.084 -0.19 -0.06 0.03
N -2.245 0.813 -0.213 -0.02 -0.06 -0.07
O -2.172 -1.409 0.301 0.13 0.36 0.02
H 2.341 -0.192 -1.061 -0.09 0.11 0.09
H 2.343 0.608 0.526 -0.07 0.05 -0.11
H 2.320 1.574 -0.963 -0.07 -0.15 0.07
H -0.208 -1.926 1.232 0.08 0.05 -0.07
H 1.405 -1.438 0.883 -0.10 0.05 -0.02
H -1.686 1.610 -0.480 0.00 -0.14 -0.03
H -3.233 0.792 -0.410 0.13 -0.01 0.05
```
Forces are in eV/Å.



A 6-piece molecular cluster, C38H61BF15NO16S overall. Source: OMol25; level of theory: the ωB97M-V functional and the def2-TZVPD basis.

Summary:
E_HOMO = -8.90 eV
SMILES = C=CC[C@@H]1[C@H](B(O)O)[C@@H](NCCCC)[C@@H](OC[C@@H](C)CC(C)C)OS1(=O)=O.CCOC(=O)C(F)(F)F.CCOC(=O)C(F)(F)F.CCOC(=O)C(F)(F)F.CCOC(=O)C(F)(F)F.CCOC(=O)C(F)(F)F
2S+1 = 1

XYZ file:
```
133
Properties=species:S:1:pos:R:3:forces:R:3
C -0.579 -3.436 0.371 -0.06 -0.39 0.18
C -0.384 -2.190 -0.006 -0.14 0.50 -0.19
C 0.184 -1.795 -1.348 -0.24 -0.33 -0.02
C -0.701 -1.061 -2.391 0.21 0.17 0.13
C -0.562 0.482 -2.406 -0.42 0.20 0.06
B 0.892 0.974 -2.785 0.16 0.49 -0.09
O 1.077 1.496 -4.050 -0.04 -0.87 0.18
O 1.976 0.847 -1.931 -0.44 -0.75 -0.40
C -1.057 1.031 -1.068 0.20 -0.17 0.12
N -0.709 2.433 -0.866 -0.11 -0.06 0.05
C -0.280 2.780 0.498 -0.05 0.09 -0.06
C 1.221 2.608 0.738 -0.04 0.00 0.26
C 1.640 1.250 1.331 0.11 0.42 0.12
C 1.715 1.291 2.865 -0.11 -0.66 -0.23
C -2.556 0.807 -0.898 -0.04 0.14 0.07
O -3.275 1.521 -1.840 0.23 0.18 0.09
C -4.301 2.357 -1.318 -0.30 -0.04 -0.08
C -5.498 1.605 -0.734 0.08 0.02 -0.19
C -6.515 2.667 -0.315 0.11 0.03 0.05
C -6.007 0.598 -1.777 -0.01 -0.12 0.11
C -7.403 -0.014 -1.583 -0.15 -0.06 -0.02
C -8.564 0.886 -2.037 0.24 0.08 0.07
C -7.624 -0.563 -0.169 0.19 -0.24 -0.13
O -2.868 -0.613 -0.961 0.06 0.05 0.07
S -2.441 -1.432 -2.264 -0.06 -0.12 -0.30
O -2.658 -2.805 -1.946 -0.01 -0.01 0.10
O -3.082 -0.876 -3.416 -0.02 0.05 0.01
H -0.825 -3.679 1.397 -0.29 0.03 -0.07
H -0.533 -4.259 -0.333 0.34 -0.02 0.05
H -0.641 -1.392 0.685 0.32 -0.01 0.12
H 0.552 -2.710 -1.814 0.00 0.03 0.00
H 1.054 -1.164 -1.150 -0.01 0.02 -0.11
H -0.474 -1.460 -3.383 0.04 0.05 0.00
H -1.225 0.857 -3.193 0.03 0.03 0.02
H 1.963 1.332 -4.407 0.07 0.48 -0.11
H 2.726 0.609 -2.486 0.48 0.38 0.36
H -0.586 0.453 -0.271 0.07 0.09 -0.01
H -1.500 3.010 -1.124 0.08 0.01 -0.19
H -0.842 2.210 1.256 0.03 0.04 0.02
H -0.544 3.829 0.650 0.00 -0.02 -0.02
H 1.758 2.825 -0.185 -0.11 -0.05 -0.06
H 1.512 3.375 1.464 0.10 0.00 -0.07
H 2.623 0.992 0.934 -0.08 -0.20 -0.02
H 0.948 0.459 1.034 0.06 0.02 -0.15
H 0.942 1.929 3.295 0.07 0.06 -0.01
H 2.704 1.608 3.193 -0.12 0.22 0.09
H 1.564 0.280 3.254 0.08 0.06 0.11
H -2.859 1.099 0.112 0.00 -0.15 0.02
H -4.651 2.943 -2.171 0.08 -0.02 -0.01
H -3.885 3.065 -0.588 0.04 -0.12 0.06
H -5.153 1.053 0.149 -0.13 0.05 0.06
H -6.907 3.183 -1.196 -0.03 0.00 0.04
H -7.355 2.252 0.237 0.01 -0.01 -0.05
H -6.040 3.414 0.328 -0.03 0.01 -0.02
H -5.300 -0.233 -1.814 0.08 0.10 -0.02
H -5.952 1.065 -2.767 -0.09 -0.01 0.01
H -7.423 -0.888 -2.241 0.02 0.08 -0.08
H -8.255 1.528 -2.865 -0.05 -0.03 -0.02
H -9.402 0.280 -2.385 -0.05 0.03 0.11
H -8.916 1.534 -1.231 -0.06 -0.01 -0.04
H -8.670 -0.839 -0.023 0.01 0.06 0.05
H -7.029 -1.468 -0.020 0.02 0.05 0.03
H -7.327 0.140 0.611 -0.16 0.06 -0.01
C 4.746 -4.367 5.392 0.16 0.19 -0.02
C 3.332 -3.903 5.646 -0.08 -0.26 -0.07
O 3.307 -2.599 6.276 0.00 0.03 -0.02
C 3.464 -1.563 5.468 -0.05 -0.10 0.04
O 3.614 -1.583 4.283 0.04 0.11 -0.01
C 3.369 -0.261 6.295 -0.14 0.15 0.17
F 4.079 -0.348 7.425 0.10 -0.02 0.00
F 2.091 -0.036 6.637 -0.07 -0.08 -0.04
F 3.796 0.791 5.611 0.12 -0.04 -0.15
H 5.320 -4.369 6.318 -0.03 -0.07 0.01
H 4.735 -5.375 4.985 0.01 0.04 0.01
H 5.251 -3.717 4.677 -0.05 0.01 -0.02
H 2.823 -4.553 6.353 0.01 0.05 0.05
H 2.746 -3.864 4.729 0.04 0.09 -0.01
C -2.536 5.704 5.533 0.11 -0.05 0.05
C -1.888 6.407 4.362 -0.19 0.07 -0.04
O -0.444 6.339 4.444 0.02 -0.02 -0.01
C 0.107 5.210 4.034 0.02 0.03 0.00
O -0.450 4.246 3.596 0.00 0.00 -0.01
C 1.647 5.306 4.148 -0.09 -0.02 -0.01
F 2.022 5.822 5.319 0.01 0.03 0.06
F 2.116 6.096 3.172 0.02 0.04 -0.04
F 2.193 4.106 4.018 0.05 0.02 0.02
H -2.174 6.118 6.474 -0.03 0.03 0.00
H -3.617 5.838 5.486 0.00 0.01 0.00
H -2.320 4.637 5.517 -0.03 0.00 -0.03
H -2.107 7.472 4.365 0.06 0.01 0.02
H -2.208 5.988 3.409 0.06 -0.05 0.01
C -0.476 1.488 -6.771 -0.14 0.09 -0.25
C 0.165 0.515 -7.729 0.06 -0.19 0.26
O 0.000 0.926 -9.113 0.04 0.10 -0.04
C 0.859 1.821 -9.556 -0.11 -0.10 -0.04
O 1.774 2.319 -8.966 -0.13 0.02 -0.03
C 0.565 2.136 -11.042 -0.01 0.02 0.06
F -0.736 2.336 -11.257 -0.05 0.01 0.00
F 0.962 1.107 -11.805 0.02 -0.05 -0.02
F 1.228 3.220 -11.429 0.05 0.04 -0.01
H -1.534 1.618 -7.005 -0.01 -0.06 0.00
H -0.378 1.105 -5.759 -0.02 0.05 -0.01
H 0.008 2.463 -6.811 0.06 -0.03 0.04
H -0.313 -0.460 -7.678 -0.04 0.02 -0.10
H 1.229 0.393 -7.529 0.01 0.08 -0.01
C 4.712 2.085 -8.602 0.17 0.10 0.22
C 5.002 0.676 -8.144 -0.05 0.01 -0.29
O 5.552 0.658 -6.794 -0.07 -0.01 0.11
C 4.686 0.780 -5.818 0.14 -0.03 -0.05
O 3.493 0.895 -5.900 -0.04 -0.06 -0.01
C 5.380 0.715 -4.433 -0.33 0.05 -0.40
F 6.471 1.462 -4.353 0.04 0.07 -0.03
F 5.700 -0.544 -4.132 0.00 -0.06 0.05
F 4.487 1.157 -3.542 0.15 0.02 0.46
H 5.611 2.699 -8.538 0.05 -0.04 -0.05
H 4.374 2.068 -9.638 -0.02 0.01 0.03
H 3.929 2.544 -8.002 0.03 -0.06 -0.08
H 5.773 0.204 -8.748 0.05 0.00 0.07
H 4.110 0.052 -8.164 -0.02 0.02 0.09
C 2.018 -8.026 10.572 -0.02 0.08 -0.11
C 2.437 -9.242 9.778 0.01 -0.09 0.19
O 2.273 -9.021 8.356 0.02 0.00 -0.03
C 3.235 -8.339 7.761 -0.03 -0.04 -0.02
O 4.225 -7.887 8.254 0.00 0.02 0.01
C 2.929 -8.216 6.249 0.01 0.02 0.09
F 1.663 -7.856 6.033 -0.06 0.02 -0.01
F 3.144 -9.386 5.641 0.00 -0.06 -0.02
F 3.723 -7.303 5.695 -0.02 -0.06 -0.01
H 0.992 -7.748 10.332 -0.01 -0.03 0.03
H 2.078 -8.247 11.638 0.00 -0.01 0.00
H 2.667 -7.177 10.360 0.03 -0.02 0.02
H 1.800 -10.097 9.993 -0.03 0.01 -0.06
H 3.472 -9.518 9.975 0.02 0.06 -0.06
```
Forces are in eV/Å.



For each record above, in turn, the calculated maximum force values are 3.73; 2.73; 1.71; 0.40; 0.96 eV Å⁻¹.
For each record above, in turn, the calculated total energy values are -292452.508; -47920.867; -9966.682; -9742.971; -126923.518 eV.